one.
Here is a 2-piece molecular cluster, C5H12O overall from OMol25. Energies are from ωB97M-V/def2-TZVPD.

Last column: Löwdin charge in e.
Atoms and positions in Å:
C  1.449  0.301  1.294  -0.106
C  0.119  0.880  0.737  -0.228
C  -0.240  0.510  -0.672  -0.383
C  -1.322  0.979  -1.282  0.026
C  0.645  -0.439  -1.471  -0.068
H  2.276  0.930  0.978  0.071
H  1.391  0.256  2.377  0.067
H  1.612  -0.705  0.904  0.058
H  -0.646  0.561  1.448  0.099
H  0.201  1.959  0.843  0.109
H  -1.689  0.572  -2.218  0.066
H  -1.930  1.753  -0.833  0.062
H  0.394  -1.483  -1.274  0.078
H  0.563  -0.225  -2.527  0.072
H  1.694  -0.256  -1.218  0.070
H  -1.976  -2.059  1.551  0.047
H  -0.799  -1.677  0.731  0.010
O  -1.741  -1.858  0.633  -0.050

Properties
**2S+1**: 1
**Lowest unoccupied orbital energy**: 0.7910 eV
**SMILES**: C=C(C)CC.O
**Kohn-Sham gap**: 9.7750 eV

=====

two.
Here is a 2-piece molecular cluster, C5H12O overall from OMol25. Energies are from ωB97M-V/def2-TZVPD.

Last column: Löwdin charge in e.
Atoms and positions in Å:
C  2.554  -0.129  0.359  -0.117
C  1.559  -1.000  -0.423  -0.234
C  0.131  -0.635  -0.196  -0.190
O  -0.463  0.058  -1.123  -0.072
C  -1.675  0.553  -1.093  -0.259
C  -2.594  0.125  -0.019  -0.118
H  3.586  -0.457  0.188  0.067
H  2.356  -0.180  1.436  0.071
H  2.470  0.919  0.053  0.068
H  1.714  -2.053  -0.151  0.105
H  1.766  -0.920  -1.497  0.113
H  -0.416  -0.872  0.710  0.105
H  -0.015  1.828  0.823  0.068
H  -1.974  0.988  -2.036  0.105
H  -0.522  2.098  0.336  0.058
H  -3.600  0.512  -0.193  0.077
H  -2.260  0.463  0.976  0.068
H  -2.643  -0.980  0.037  0.087

Properties
**2S+1**: 1
**Lowest unoccupied orbital energy (alpha / beta)**: 1.2104 / 1.1830 eV
**Kohn-Sham gap (alpha / beta)**: 8.0705 / 8.0945 eV

=====

three.
Here is a 2-piece molecular cluster, C5H12O overall from OMol25. Energies are from ωB97M-V/def2-TZVPD.

Last column: Löwdin charge in e.
Atoms and positions in Å:
C  -0.864  0.116  -3.576  -0.121
C  0.330  -0.802  -3.580  -0.254
C  1.393  -0.678  -2.803  -0.025
H  -0.987  0.600  -2.612  0.063
H  -0.662  0.930  -4.286  0.077
H  -1.798  -0.421  -3.773  0.069
H  0.272  -1.603  -4.311  0.088
H  2.223  -1.359  -2.967  0.049
H  1.484  0.093  -2.052  0.054
C  -0.089  0.326  2.711  -0.316
O  1.339  0.282  2.885  -0.092
C  -0.783  0.578  4.032  -0.095
H  -0.228  1.163  2.032  0.105
H  -0.422  -0.586  2.221  0.107
H  1.632  -0.622  3.009  0.073
H  -0.649  -0.276  4.695  0.072
H  -0.348  1.462  4.496  0.073
H  -1.844  0.796  3.879  0.073

Properties
**2S+1**: 1
**Lowest unoccupied orbital energy**: 0.9008 eV
**SMILES**: C=CC.CCO
**Kohn-Sham gap**: 10.5594 eV

=====

four.
Here is one molecule with the formula C5H12O from OMol25. Energies are from ωB97M-V/def2-TZVPD.

Last column: Löwdin charge in e.
Atoms and positions in Å:
C  -1.614  -1.173  0.467  -0.110
C  -0.957  0.195  0.674  -0.224
C  0.078  0.701  -0.362  -0.369
C  1.118  1.567  0.356  -0.084
C  0.784  -0.389  -1.169  -0.256
O  1.717  -1.122  -0.389  -0.060
H  -0.878  -1.970  0.302  0.059
H  -2.322  -1.194  -0.368  0.075
H  -2.168  -1.441  1.374  0.072
H  -1.752  0.947  0.750  0.109
H  -0.471  0.180  1.657  0.104
H  -0.442  1.324  -1.107  0.135
H  1.602  0.978  1.142  0.078
H  1.904  1.914  -0.324  0.080
H  0.655  2.444  0.822  0.080
H  1.345  0.087  -1.984  0.119
H  0.047  -1.056  -1.637  0.114
H  1.352  -1.992  -0.204  0.078

Properties
**2S+1**: 1
**Lowest unoccupied orbital energy**: 0.9246 eV
**SMILES**: CC[C@@H](C)CO
**Kohn-Sham gap**: 11.0340 eV

=====

Least stable: two

=====

one.
Here is one molecule with the formula C5H12O from OMol25. Energies are from ωB97M-V/def2-TZVPD.

Last column: Löwdin charge in e.
Atoms and positions in Å:
C  -0.180  -2.476  1.077  -0.076
C  -0.188  -1.468  -0.052  -0.296
O  -0.195  -0.178  0.511  -0.142
C  -0.170  0.878  -0.435  -0.473
C  -0.801  2.080  0.242  -0.049
C  1.256  1.157  -0.907  -0.048
H  -1.033  -2.302  1.738  0.077
H  0.732  -2.372  1.671  0.077
H  -0.235  -3.499  0.692  0.076
H  0.694  -1.612  -0.694  0.111
H  -1.074  -1.610  -0.695  0.122
H  -0.781  0.581  -1.304  0.139
H  -0.915  2.906  -0.467  0.081
H  -0.177  2.417  1.077  0.085
H  -1.786  1.806  0.631  0.082
H  1.734  0.249  -1.288  0.068
H  1.863  1.547  -0.083  0.085
H  1.255  1.897  -1.715  0.082

Properties
**2S+1**: 1
**Lowest unoccupied orbital energy**: 1.1736 eV
**SMILES**: CCOC(C)C
**Kohn-Sham gap**: 10.8385 eV

=====

two.
Here is one molecule with the formula C5H12O from OMol25. Energies are from ωB97M-V/def2-TZVPD.

Last column: Löwdin charge in e.
Atoms and positions in Å:
C  -0.481  2.017  -0.381  -0.117
O  -0.687  0.949  0.508  -0.161
C  -0.033  -0.289  0.206  -0.648
C  -0.164  -0.655  -1.274  -0.044
C  1.438  -0.195  0.619  -0.033
C  -0.762  -1.317  1.067  -0.035
H  -1.179  1.986  -1.228  0.088
H  0.539  2.050  -0.782  0.081
H  -0.668  2.939  0.177  0.091
H  0.438  0.005  -1.909  0.080
H  0.179  -1.681  -1.443  0.089
H  -1.210  -0.586  -1.591  0.092
H  1.954  0.604  0.074  0.076
H  1.514  0.019  1.689  0.089
H  1.965  -1.134  0.410  0.088
H  -0.775  -0.987  2.111  0.088
H  -1.798  -1.431  0.731  0.087
H  -0.268  -2.294  1.015  0.087

Properties
**2S+1**: 1
**Lowest unoccupied orbital energy**: 0.9596 eV
**SMILES**: COC(C)(C)C
**Kohn-Sham gap**: 10.5691 eV

=====

three.
Here is a 2-piece molecular cluster, C5H12O overall from OMol25. Energies are from ωB97M-V/def2-TZVPD.

Last column: Löwdin charge in e.
Atoms and positions in Å:
C  1.082  -1.638  0.821  -0.080
C  0.594  -0.322  0.202  -0.450
C  1.176  0.887  0.936  -0.080
C  -0.913  -0.296  0.218  -0.184
C  -1.695  -0.578  -0.823  -0.013
O  -1.083  2.410  -1.747  -0.068
H  0.701  -2.497  0.259  0.078
H  0.736  -1.733  1.858  0.082
H  2.177  -1.686  0.827  0.077
H  0.926  -0.287  -0.845  0.133
H  0.840  0.903  1.981  0.082
H  0.868  1.824  0.460  0.073
H  2.271  0.845  0.942  0.078
H  -1.372  -0.061  1.182  0.117
H  -1.374  1.697  -1.162  -0.013
H  -2.780  -0.584  -0.746  0.063
H  -1.272  -0.830  -1.795  0.070
H  -0.882  1.947  -2.567  0.033

Properties
**2S+1**: 1
**Lowest unoccupied orbital energy**: 1.0225 eV
**SMILES**: C=CC(C)C.O
**Kohn-Sham gap**: 11.0579 eV

=====

Least stable: three

=====

one.
Here is C5H12O as an isolated structure from OMol25. Energies are from ωB97M-V/def2-TZVPD.

Last column: Löwdin charge in e.
Atoms and positions in Å:
C  -1.984  1.045  -0.731  -0.127
C  -1.278  -0.307  -0.844  -0.288
C  -0.687  -0.748  0.482  -0.255
C  0.541  -1.442  0.558  -0.026
O  1.472  -0.005  1.275  -0.252
C  2.353  0.640  0.380  -0.159
H  -2.769  1.001  0.034  0.071
H  -2.451  1.355  -1.672  0.066
H  -1.273  1.823  -0.429  0.068
H  -0.487  -0.247  -1.607  0.102
H  -1.998  -1.056  -1.208  0.101
H  0.283  0.193  1.036  0.147
H  -1.412  -0.980  1.264  0.107
H  0.752  -2.122  1.379  0.100
H  1.143  -1.599  -0.338  0.105
H  2.594  1.644  0.747  0.080
H  1.915  0.736  -0.630  0.080
H  3.286  0.069  0.305  0.082

Properties
**2S+1**: 1
**Lowest unoccupied orbital energy**: 1.0458 eV
**Kohn-Sham gap**: 9.1379 eV

=====

two.
Here is one molecule with the formula C5H12O from OMol25. Energies are from ωB97M-V/def2-TZVPD.

Last column: Löwdin charge in e.
Atoms and positions in Å:
C  -0.297  1.497  -1.333  -0.111
C  -0.643  0.559  -0.159  -0.247
C  0.581  -0.511  0.437  -0.457
C  0.073  -0.944  1.827  -0.045
C  0.196  -1.194  -0.988  -0.063
O  1.714  0.317  0.614  -0.042
H  0.769  1.737  -1.307  0.074
H  -0.857  2.433  -1.209  0.073
H  -0.534  1.123  -2.343  0.071
H  -1.668  0.152  -0.301  0.119
H  -0.610  1.107  0.751  0.059
H  -0.816  -1.558  1.697  0.078
H  -0.233  -0.026  2.377  0.080
H  0.758  -1.473  2.511  0.083
H  -0.640  -0.856  -1.685  0.080
H  -0.096  -2.197  -0.744  0.065
H  1.072  -1.097  -1.605  0.077
H  1.414  1.021  1.233  0.106

Properties
**2S+1**: 1
**Lowest unoccupied orbital energy**: 0.9379 eV
**SMILES**: CCC(C)(C)O
**Kohn-Sham gap**: 9.3245 eV

=====

three.
Here is one molecule with the formula C5H12O from OMol25. Energies are from ωB97M-V/def2-TZVPD.

Last column: Löwdin charge in e.
Atoms and positions in Å:
C  2.211  -0.064  0.353  -0.061
C  0.902  0.636  0.034  -0.232
O  -0.241  -0.186  0.339  -0.330
C  -1.711  0.216  -0.497  -0.095
C  -1.552  -0.555  -1.784  -0.212
C  -0.612  -0.184  1.724  -0.061
H  2.305  -0.993  -0.217  0.086
H  2.314  -0.295  1.418  0.071
H  3.043  0.591  0.077  0.083
H  0.801  1.590  0.569  0.133
H  0.821  0.827  -1.038  0.118
H  -1.415  1.266  -0.705  0.033
H  -2.420  -0.252  -2.388  0.071
H  -1.645  -1.637  -1.632  0.058
H  -0.657  -0.374  -2.410  0.054
H  0.294  -0.208  2.339  0.089
H  -1.213  -1.078  1.883  0.101
H  -1.223  0.699  1.935  0.094

Properties
**2S+1**: 1
**Lowest unoccupied orbital energy**: 0.9209 eV
**Kohn-Sham gap**: 7.9674 eV

=====

Least stable: three